DFT (wB97M-V/def2-TZVPD) results for a molecular structure, C26H47Cl3N3O4PrSi at a distorted geometry.

Computed properties:
Spin multiplicity = 3
ΔE to the lowest compared entry with this formula, charge and spin = 1.1659 eV
LUMO level (alpha / beta) = 0.238 / 0.238 eV

Each line ends with the Löwdin spin population.
Cartesian coordinates (Å):
C -2.6022 0.6132 -2.9616  0.000
C -1.6788 1.7870 -2.9125  0.000
H -3.6443 0.8871 -3.1032  0.000
H -2.5147 0.0239 -2.0507  0.000
H -2.3205 -0.0515 -3.7820  0.000
C -1.9944 3.0383 -3.2534  0.000
C -3.3050 3.5478 -3.7498  0.000
H -1.2140 3.7890 -3.1884  0.000
H -4.0823 2.7889 -3.7682  0.000
H -3.2101 3.9439 -4.7639  0.000
H -3.6642 4.3767 -3.1343  0.000
Pr 0.2186 -0.1258 0.1117  2.000
Cl 1.2768 -1.3945 -1.5131  -0.005
Cl -1.6977 -1.4363 0.0711  0.003
H 2.8818 -3.3661 3.8142  0.000
H 2.1297 -5.3770 2.3201  0.000
C 1.8637 -2.9927 3.7001  0.000
C 1.1555 -4.8891 2.2739  0.000
N 1.2917 -3.4602 2.4541  0.005
H 1.8747 -1.9097 3.6941  0.000
C 0.8881 -2.6071 1.5088  0.006
O 0.9864 -1.3736 1.6139  -0.005
H 0.7080 -5.0964 1.3071  0.000
H 0.4573 -3.0667 0.6209  0.000
H 1.2684 -3.3441 4.5429  0.000
H 0.5192 -5.3145 3.0506  0.000
H -3.2333 1.8804 -0.3519  0.000
H -2.1951 4.1803 -0.3993  0.000
C -3.0514 1.8250 0.7183  0.000
C -2.1067 4.1023 0.6844  0.000
N -1.9547 2.7134 1.0607  0.000
H -2.7838 0.8060 0.9665  0.000
C -0.7883 2.2425 1.4790  0.000
O -0.5301 1.0489 1.7125  -0.001
H -1.2429 4.6756 1.0090  0.000
H -0.0300 3.0206 1.6396  0.000
H -3.9478 2.1302 1.2576  0.000
H -3.0003 4.5223 1.1440  0.000
O -0.4265 1.2488 -0.9887  -0.011
C -0.3025 1.4233 -2.3713  0.000
C 1.0874 3.4641 -1.8299  0.000
C 0.7696 2.4336 -2.7079  0.000
H 0.5750 3.5002 -0.8800  0.000
C 2.0467 4.4112 -2.1582  0.000
H -0.0124 0.4786 -2.8446  0.000
C 1.4572 2.3573 -3.9154  0.000
H 2.2714 5.2146 -1.4669  0.000
C 2.7177 4.3331 -3.3714  0.000
C 2.4244 3.2950 -4.2466  0.000
H 1.2271 1.5516 -4.6020  0.000
H 3.4664 5.0708 -3.6313  0.000
H 2.9482 3.2191 -5.1911  0.000
Si -5.5777 -4.8311 1.0005  0.000
Cl -6.9112 -3.8773 -0.3151  0.000
C -5.5790 -3.8551 2.5923  0.000
C -3.8967 -4.8206 0.1878  0.000
C -6.2057 -6.5704 1.2596  0.000
H -5.2593 -2.8278 2.4269  0.000
H -4.9006 -4.3029 3.3195  0.000
H -6.5720 -3.8259 3.0372  0.000
H -7.2052 -6.5698 1.6907  0.000
H -5.5504 -7.1197 1.9364  0.000
H -6.2498 -7.1188 0.3203  0.000
H -3.5558 -3.8045 -0.0025  0.000
H -3.9144 -5.3483 -0.7640  0.000
H -3.1575 -5.3069 0.8254  0.000
O 2.0764 1.2383 0.3123  0.001
C 3.2851 1.0270 0.3493  0.003
C 4.1741 2.2314 0.5440  0.000
C 4.9759 2.1458 1.8486  0.000
C 6.1921 1.2200 1.7575  0.000
C 5.8958 -0.2634 1.5239  0.000
C 5.1939 -0.5610 0.1983  0.000
N 3.7832 -0.2312 0.2351  0.002
H 4.8458 2.3941 -0.3249  0.000
H 3.5131 3.1248 0.6253  0.000
H 5.3814 3.1595 2.0584  0.000
H 4.3153 1.8661 2.6997  0.000
H 6.8591 1.5873 0.9465  0.000
H 6.7542 1.3004 2.7137  0.000
H 6.8860 -0.7697 1.4929  0.000
H 5.3162 -0.7008 2.3652  0.000
H 5.7019 -0.0552 -0.6529  0.000
H 5.2755 -1.6572 0.0276  0.000
H 3.1333 -1.0161 0.1467  0.000

=====

DFT (wB97M-V/def2-TZVPD) results for a molecular structure, C3H4N2O2 at a distorted geometry.

Computed properties:
ΔE to the lowest compared entry with this formula, charge and spin = 3.5346 eV
LUMO level = 0.761 eV

Each line ends with the natural charge from an NBO analysis.
Cartesian coordinates (Å):
C -1.5048 -0.5702 0.0510  -0.428
C 1.9348 -0.0246 -0.0457  0.323
C 0.1846 1.0407 0.0638  0.796
H -1.9528 0.3825 0.1090  0.282
H -1.6984 -1.4131 -0.7273  0.218
H -1.5797 -1.0574 0.9932  0.201
H 2.9043 -0.2614 -0.1715  0.192
N -0.1263 -0.2122 -0.1399  -0.256
N 1.0801 -0.9622 -0.0691  -0.263
O 1.5575 1.2054 0.0843  -0.399
O -0.7993 1.8725 -0.1479  -0.666

=====

DFT (wB97M-V/def2-TZVPD) results for a single C7H9BrO2 molecule at a distorted geometry.

Computed properties:
ΔE to the lowest compared entry with this formula, charge and spin = 1.7513 eV
LUMO level = 0.839 eV
SMILES = Br[C@H]1C[C@@H]1C=C1OCCO1

Each line ends with the natural charge from an NBO analysis.
Cartesian coordinates (Å):
Br -4.3069 -0.5254 -0.1794  0.039
C -2.9617 0.7741 -0.1108  -0.296
C -2.3333 1.3178 1.0630  -0.441
C -1.5080 0.3705 0.2891  -0.238
C -0.2241 0.7218 -0.3962  -0.349
C 0.9118 -0.0495 -0.3410  0.576
O 1.0852 -1.1485 0.4522  -0.490
C 2.4585 -1.3710 0.4421  -0.104
C 2.8350 -0.8209 -1.0232  -0.097
O 2.0411 0.3032 -0.9988  -0.492
H -3.1142 1.4693 -0.9913  0.232
H -2.7190 1.2046 2.0862  0.224
H -2.1929 2.3121 1.0484  0.215
H -1.4007 -0.5886 0.8670  0.237
H -0.1739 1.5752 -0.8917  0.208
H 2.5438 -2.4908 0.3901  0.191
H 2.9093 -0.9747 1.3670  0.193
H 3.8714 -0.5409 -1.3587  0.219
H 2.2786 -1.5383 -1.7140  0.173

=====

DFT (wB97M-V/def2-TZVPD) results for a single C5H7ClOS molecule at a distorted geometry.

Computed properties:
ΔE to the lowest compared entry with this formula, charge and spin = 0.6423 eV
LUMO level = 0.775 eV
SMILES = CC1=C(Cl)[C@@H](S)CO1

Each line ends with the natural charge from an NBO analysis.
Cartesian coordinates (Å):
C -2.2287 -0.0228 0.6378  -0.663
C -0.8700 -0.0760 0.0942  0.331
C -0.0542 0.9395 -0.2626  -0.193
Cl -0.3496 2.6170 -0.2478  0.031
C 1.2858 0.3672 -0.6311  -0.366
S 2.6648 0.8514 0.5338  -0.052
C 1.0291 -1.0996 -0.6430  -0.080
O -0.2536 -1.2496 -0.0232  -0.488
H -2.7249 0.8732 0.3328  0.240
H -2.7719 -0.8691 0.2055  0.235
H -2.2034 -0.0155 1.7630  0.238
H 1.6925 0.6306 -1.6260  0.236
H 2.0305 0.2949 1.6052  0.120
H 0.9684 -1.5290 -1.7115  0.196
H 1.7851 -1.7119 -0.0270  0.214

=====

DFT (wB97M-V/def2-TZVPD) results for a gas-phase ion, C6H12N (charge +1) at a distorted geometry.

Computed properties:
ΔE to the lowest compared entry with this formula, charge and spin = 4.1363 eV
LUMO level = -5.135 eV
Charge = +1
SMILES = C=C=[NH+]C(C)(C)C

Each line ends with the natural charge from an NBO analysis.
Cartesian coordinates (Å):
C 1.3619 2.8375 0.1361  -0.407
C 0.4239 1.8632 -0.3327  0.470
N -0.4978 0.7942 -0.6092  -0.488
C -0.2163 -0.5639 -0.0801  0.137
C 0.7099 -0.4772 1.1790  -0.611
C -1.5807 -1.0748 0.4531  -0.615
C 0.2440 -1.3531 -1.3064  -0.625
H 0.9045 3.3127 1.0969  0.319
H 2.2650 2.8928 -0.3902  0.287
H -1.1657 1.0526 -1.3060  0.450
H 1.5527 0.0156 0.8426  0.211
H 0.2383 0.0656 2.0840  0.237
H 0.8674 -1.5122 1.4049  0.248
H -1.7870 -0.5012 1.3426  0.221
H -1.5747 -2.0689 0.5431  0.232
H -2.4932 -0.8780 -0.0991  0.227
H 0.4656 -2.3779 -0.9929  0.257
H -0.6361 -1.2979 -2.0707  0.225
H 0.9182 -0.7293 -1.8950  0.229